# 1
Here is a 2-piece molecular cluster, C4H8O2 overall from the OMol25 dataset. Energies are from wB97M-V/def2-TZVPD.

Properties
Frontier orbital gap: 0.33232 hartree
SMILES: C/C=C\O.C=O

```
14
Properties=species:S:1:pos:R:3:forces:R:3:nbo_charge:R:1
C -1.6372 -0.1601 0.2601 0.0 -0.1 0.1 -0.6503
C -0.9980 0.4058 -0.9772 0.1 0.0 -0.1 -0.3199
C 0.1430 0.0249 -1.5566 -0.2 0.2 -0.1 0.1366
O 1.0266 -0.9267 -1.1543 -0.1 -0.1 0.2 -0.7060
H -2.6461 -0.5273 0.0370 0.1 0.1 0.0 0.2179
H -1.0742 -0.9904 0.6948 -0.1 0.1 -0.1 0.2144
H -1.7416 0.6031 1.0419 0.0 -0.1 -0.1 0.2140
H -1.5366 1.2047 -1.4812 0.1 -0.1 0.0 0.2069
H 0.4819 0.4889 -2.4800 -0.1 0.0 0.1 0.1772
H 0.8275 -1.2042 -0.2424 0.0 0.0 -0.1 0.4949
C 1.7974 0.2823 1.4621 -0.1 -0.2 0.1 0.2913
O 1.1545 -0.7271 1.6310 0.3 0.4 0.0 -0.5306
H 2.0239 0.9650 2.3000 0.0 -0.1 0.0 0.1179
H 2.1789 0.5610 0.4648 -0.1 0.0 0.1 0.1356
```
Positions in Å, forces in eV/Å.

=====

# 2
Here is a single C4H8O2 molecule from the OMol25 dataset. Energies are from wB97M-V/def2-TZVPD.

Properties
Frontier orbital gap: 0.36778 hartree
SMILES: C[C@H]1[C@@H](O)[C@H]1O

```
14
Properties=species:S:1:pos:R:3:forces:R:3:nbo_charge:R:1
C 1.5619 -0.2140 -0.2530 0.0 0.0 -0.1 -0.6147
C 0.3994 -0.2400 0.7106 0.2 -0.1 0.0 -0.2801
C -0.8185 0.6438 0.5308 -0.3 -0.2 0.4 0.0419
O -0.9695 1.3911 -0.6391 0.1 0.4 -0.1 -0.7233
C -0.9218 -0.8246 0.2572 0.0 -0.1 0.3 0.0775
O -1.0797 -1.1811 -1.0785 -0.1 0.1 -0.1 -0.7015
H 2.1536 -1.1294 -0.1441 -0.1 0.1 0.0 0.2181
H 1.2065 -0.1842 -1.2846 0.1 0.0 0.1 0.2245
H 2.2341 0.6357 -0.0861 -0.2 -0.1 0.0 0.2049
H 0.6700 -0.4509 1.7445 -0.1 0.1 -0.1 0.2167
H -1.3347 1.0662 1.3945 0.2 -0.1 -0.1 0.1798
H -0.4805 2.2140 -0.5409 0.0 0.0 -0.1 0.4844
H -1.4800 -1.4606 0.9407 0.1 0.1 -0.1 0.1838
H -1.2134 -0.3434 -1.5524 0.0 -0.3 -0.1 0.4880
```
Positions in Å, forces in eV/Å.

=====

# 3
Here is C4H8O2 as an isolated structure from the OMol25 dataset. Energies are from wB97M-V/def2-TZVPD.

Properties
Frontier orbital gap: 0.34622 hartree

```
14
Properties=species:S:1:pos:R:3:forces:R:3:nbo_charge:R:1
C -2.2666 0.3395 -0.2169 -0.3 0.0 0.0 -0.2434
O -0.9234 0.1074 -0.5632 0.1 -0.1 0.0 -0.5452
C -0.0353 0.3653 0.4803 0.0 -0.2 0.1 -0.3336
C 1.4217 -0.8997 -0.0952 -0.2 0.1 0.2 0.2192
C 2.4691 0.0438 -0.4930 0.1 0.0 -0.2 -0.3275
O 2.4096 -0.9635 0.7283 -0.1 0.1 0.0 -0.4637
H -2.5556 -0.2754 0.6478 0.0 0.1 -0.1 0.1664
H -2.4403 1.3963 0.0305 0.0 -0.1 0.0 0.1695
H -2.8772 0.0665 -1.0811 0.1 0.0 0.2 0.1969
H -0.2614 -0.1832 1.4067 0.0 0.0 -0.2 0.1908
H -0.0102 1.4394 0.7458 0.0 0.0 0.0 0.2142
H 0.7100 -1.6763 -0.3550 0.1 0.1 -0.1 0.2243
H 1.1605 0.6049 -0.0331 0.4 0.1 -0.1 0.3560
H 3.1993 -0.3649 -1.2022 -0.2 0.0 0.2 0.1762
```
Positions in Å, forces in eV/Å.

=====

no.,HOMO level (eV)
1,-8.58
2,-9.30
3,-8.50